Entry 1:
ORCA calculation (ωB97M-V with the def2-TZVPD basis set) on a 12-piece molecular cluster, C40H88ClN12O23P2 overall in a non-equilibrium geometry.

```
166
C40H88ClN12O23P2, DFT ωB97M-V with the def2-TZVPD basis set
C 7.211 -2.633 3.406
C 8.100 -3.222 2.121
C 7.138 -3.466 0.809
C 7.289 -2.113 -0.135
C 6.324 -0.916 0.451
C 5.501 -0.148 -0.785
C 3.888 -0.568 -0.813
C 2.935 0.664 -0.248
C 1.528 0.848 -1.074
C 0.902 2.389 -0.990
C 0.101 2.693 0.417
C -1.520 2.587 0.146
C -2.432 2.857 1.520
C -3.179 1.435 1.850
C -4.142 1.444 3.176
C -4.693 -0.126 3.359
C -3.502 -1.152 3.822
C -3.711 -2.716 3.388
C -4.227 -2.959 1.850
C -3.770 -2.018 0.590
C -4.330 -2.318 -0.928
C -3.852 -1.286 -2.114
C -5.143 -0.384 -2.594
C -4.729 0.429 -3.957
Cl -5.730 0.842 -1.318
C -5.321 -3.611 -1.161
P -6.055 -4.053 -2.904
C -7.818 -3.244 -3.091
O -5.096 -3.387 -4.194
C -5.678 -4.530 0.190
P -6.778 -6.103 0.167
C -6.171 -7.273 1.603
C -6.530 -7.160 -1.401
N -5.134 -4.137 1.580
H 7.714 -1.603 3.697
H 6.090 -2.410 3.084
H 7.182 -3.401 4.311
H 8.714 -4.184 2.400
H 8.889 -2.388 1.835
H 6.031 -3.509 1.192
H 7.353 -4.453 0.218
H 8.402 -1.709 -0.179
H 7.003 -2.405 -1.233
H 7.013 -0.168 1.055
H 5.571 -1.378 1.228
H 6.053 -0.406 -1.803
H 5.664 1.010 -0.597
H 3.619 -0.902 -1.902
H 3.809 -1.526 -0.119
H 3.556 1.657 -0.413
H 2.675 0.455 0.876
H 0.731 0.023 -0.801
H 1.790 0.684 -2.223
H 0.151 2.465 -1.906
H 1.804 3.126 -1.189
H 0.418 1.908 1.230
H 0.370 3.811 0.718
H -1.724 1.468 -0.207
H -1.873 3.267 -0.751
H -1.662 3.055 2.382
H -3.242 3.689 1.379
H -2.326 0.609 1.871
H -3.846 1.153 0.900
H -5.080 2.148 3.030
H -3.593 1.707 4.183
H -5.231 -0.403 2.357
H -5.551 -0.074 4.189
H -3.499 -1.136 5.016
H -2.416 -0.824 3.509
H -4.433 -3.234 4.186
H -2.664 -3.260 3.537
H -3.040 -1.115 0.736
H -3.273 -1.796 -3.000
H -3.081 -0.515 -1.631
H -6.035 -1.115 -2.792
H -4.464 1.527 -3.632
H -3.736 -0.053 -4.360
H -5.592 0.493 -4.748
H -8.076 -2.512 -2.216
H -7.997 -2.806 -4.168
H -8.585 -4.152 -2.991
H -5.659 -2.996 -4.930
H -6.272 -8.372 1.216
H -5.008 -7.052 1.692
H -6.697 -7.051 2.623
H -5.602 -6.754 -1.986
H -7.478 -7.031 -2.114
H -6.424 -8.276 -1.063
H -5.408 -4.723 2.425
C 4.669 0.824 5.373
N 4.772 0.107 4.073
O 4.117 -0.934 3.947
O 5.507 0.610 3.215
H 3.992 0.271 6.028
H 5.671 0.869 5.804
H 4.278 1.822 5.169
C -5.232 6.210 0.658
N -4.442 6.925 1.697
O -4.082 6.271 2.683
O -4.205 8.121 1.493
H -5.363 5.171 0.967
H -6.197 6.713 0.575
H -4.672 6.267 -0.278
C -2.536 5.370 5.301
N -2.416 5.074 6.755
O -1.630 4.180 7.088
O -3.116 5.748 7.520
H -1.868 4.705 4.749
H -3.575 5.197 5.014
H -2.251 6.413 5.153
C 1.368 -2.697 -4.876
N 2.158 -1.982 -3.837
O 2.518 -2.636 -2.851
O 2.395 -0.786 -4.041
H 1.237 -3.736 -4.568
H 0.403 -2.194 -4.960
H 1.928 -2.641 -5.812
C -8.368 1.728 -5.013
N -9.318 1.959 -6.134
O -10.006 0.999 -6.500
O -9.347 3.098 -6.616
H -8.449 0.688 -4.689
H -7.363 1.940 -5.384
H -8.643 2.407 -4.203
C 10.525 0.871 -1.550
N 9.088 1.131 -1.269
O 8.288 0.953 -2.195
O 8.803 1.507 -0.125
H 10.629 0.549 -2.589
H 11.068 1.803 -1.380
H 10.858 0.086 -0.868
C 10.143 0.285 3.247
N 10.262 -0.010 4.700
O 11.049 -0.904 5.033
O 9.563 0.664 5.466
H 10.811 -0.379 2.695
H 9.103 0.112 2.960
H 10.428 1.329 3.098
C 0.715 6.979 0.396
N -0.241 6.629 -0.689
O -0.231 7.338 -1.702
O -0.975 5.653 -0.493
H 1.293 7.853 0.089
H 0.130 7.198 1.292
H 1.369 6.118 0.549
C 1.203 -4.491 0.133
N -0.183 -3.957 0.230
O -0.537 -3.142 -0.630
O -0.876 -4.372 1.166
H 1.695 -4.042 -0.733
H 1.724 -4.223 1.054
H 1.132 -5.574 0.018
C 5.438 4.208 -0.933
N 4.658 4.890 0.135
O 5.237 5.113 1.205
O 3.486 5.183 -0.131
H 6.447 4.012 -0.562
H 4.925 3.274 -1.170
H 5.468 4.876 -1.796
C -2.863 -2.583 -6.378
N -1.825 -1.523 -6.492
O -2.172 -0.362 -6.249
O -0.690 -1.888 -6.823
H -3.807 -2.121 -6.081
H -2.957 -3.059 -7.356
H -2.527 -3.294 -5.621
```

Its charge is +1. The calculation puts the HOMO-LUMO gap at 6.9 eV. The LUMO energy is -4.0 eV. The highest occupied orbital energy is -10.9301 eV. The molecular weight comes out at 1202.61 g/mol.

Here are the Löwdin charges for atoms 1 to 99, given in e: -0.12, -0.23, -0.21, -0.21, -0.20, -0.18, -0.18, -0.18, -0.21, -0.20, -0.20, -0.21, -0.18, -0.25, -0.19, -0.22, -0.21, -0.15, -0.06, 0.08, -0.08, -0.18, -0.66, -0.12, 0.53, -0.23, 0.90, -0.29, -0.40, -0.27, 0.86, -0.31, -0.35, 0.04, 0.06, 0.05, 0.09, 0.11, 0.08, 0.10, 0.10, 0.10, 0.10, 0.09, 0.08, 0.10, 0.09, 0.07, 0.11, 0.09, 0.11, 0.11, 0.10, 0.11, 0.10, 0.11, 0.10, 0.09, 0.11, 0.11, 0.10, 0.10, 0.08, 0.12, 0.12, 0.10, 0.12, 0.13, 0.11, 0.13, 0.14, 0.10, 0.12, 0.13, 0.07, 0.09, 0.06, 0.08, 0.06, 0.06, 0.06, 0.07, 0.06, 0.06, 0.06, 0.02, 0.06, 0.06, 0.14, 0.05, -0.41, 0.03, 0.04, 0.10, 0.10, 0.10, 0.04, -0.41, 0.03


Entry 2:
ORCA calculation (ωB97M-V with the def2-TZVPD basis set) on C40H90F6KN8O12S6 as an isolated structure in a non-equilibrium geometry.

```
163
C40H90F6KN8O12S6, DFT ωB97M-V with the def2-TZVPD basis set
K -17.266 -8.361 12.315
C -20.074 5.090 5.805
C -18.763 5.325 6.602
C -17.643 5.195 5.614
N -16.235 4.772 6.101
C -15.270 4.848 4.928
C -15.695 5.467 7.388
C -14.616 4.558 8.015
C -14.866 3.170 7.474
C -16.171 3.286 6.665
H -20.046 5.509 4.800
H -20.943 5.377 6.397
H -20.393 4.079 5.550
H -18.765 4.670 7.474
H -18.739 6.271 7.143
H -17.464 6.164 5.149
H -18.012 4.662 4.737
H -14.453 4.154 5.127
H -14.975 5.897 4.954
H -15.843 4.487 4.073
H -15.233 6.449 7.286
H -16.603 5.525 7.988
H -13.618 4.923 7.769
H -14.734 4.569 9.099
H -14.059 2.627 6.982
H -15.252 2.583 8.307
H -16.231 2.641 5.788
H -17.061 3.298 7.293
C -27.734 1.459 12.068
C -26.475 2.151 12.537
C -25.308 1.171 12.825
N -23.892 1.782 12.958
C -23.409 2.390 11.539
C -22.854 0.743 13.367
C -21.631 1.265 14.094
C -22.454 2.417 14.873
C -23.760 2.877 14.047
H -28.636 2.038 12.266
H -27.655 0.542 12.652
H -27.814 1.259 11.000
H -26.865 2.765 13.348
H -26.358 2.984 11.843
H -25.145 0.375 12.098
H -25.485 0.810 13.838
H -24.093 3.134 11.130
H -23.345 1.588 10.803
H -22.397 2.760 11.705
H -22.690 0.104 12.499
H -23.420 0.122 14.062
H -20.935 1.755 13.414
H -21.186 0.533 14.768
H -21.839 3.312 14.975
H -22.558 2.230 15.941
H -23.556 3.855 13.612
H -24.706 2.923 14.587
C -11.756 -4.787 4.080
C -13.097 -5.630 3.987
C -14.400 -4.924 4.634
N -15.675 -5.670 4.581
C -15.524 -7.019 5.348
C -16.819 -4.839 5.241
C -18.082 -5.113 4.363
C -17.691 -5.899 3.189
C -16.176 -5.886 3.183
H -11.958 -3.758 3.784
H -10.943 -5.159 3.457
H -11.409 -4.698 5.109
H -13.069 -6.526 4.606
H -13.356 -5.862 2.954
H -14.522 -3.918 4.233
H -14.106 -4.725 5.665
H -16.488 -7.498 5.177
H -15.468 -6.836 6.421
H -14.736 -7.703 5.033
H -16.881 -5.260 6.245
H -16.643 -3.763 5.266
H -18.830 -5.695 4.903
H -18.507 -4.152 4.075
H -18.039 -6.921 3.338
H -18.093 -5.505 2.256
H -15.671 -6.770 2.795
H -15.659 -5.194 2.517
C -9.689 -8.833 17.988
C -9.766 -8.646 19.576
C -9.929 -9.998 20.288
N -9.625 -9.958 21.858
C -10.649 -9.125 22.536
C -8.203 -9.528 22.149
C -7.819 -10.009 23.554
C -8.653 -11.354 23.685
C -9.710 -11.397 22.528
H -9.022 -8.096 17.542
H -10.697 -8.529 17.707
H -9.494 -9.850 17.646
H -10.560 -8.026 19.992
H -8.858 -8.109 19.851
H -9.233 -10.732 19.882
H -10.955 -10.366 20.243
H -10.540 -9.401 23.585
H -11.643 -9.423 22.203
H -10.441 -8.059 22.445
H -7.990 -8.491 21.889
H -7.636 -10.180 21.485
H -8.126 -9.217 24.238
H -6.760 -10.266 23.558
H -9.282 -11.421 24.573
H -8.027 -12.246 23.708
H -10.750 -11.693 22.664
H -9.577 -12.104 21.709
C -12.999 5.720 22.235
C -13.500 5.182 20.813
C -12.636 3.997 20.358
N -12.877 3.540 18.933
C -12.444 4.588 17.987
C -14.248 3.008 18.705
C -14.117 1.475 18.568
C -12.772 1.137 18.123
C -12.017 2.226 18.879
H -13.480 6.684 22.398
H -11.938 5.961 22.299
H -13.296 4.892 22.879
H -13.355 5.974 20.079
H -14.584 5.076 20.795
H -12.913 3.134 20.964
H -11.562 4.169 20.432
H -11.697 5.215 18.474
H -13.369 5.105 17.732
H -12.043 3.907 17.236
H -14.704 3.269 17.750
H -15.011 3.235 19.450
H -14.851 1.210 17.808
H -14.519 0.903 19.404
H -12.807 1.369 17.058
H -12.315 0.213 18.476
H -11.026 2.567 18.582
H -11.796 1.983 19.919
N -17.056 -12.000 9.826
S -15.797 -12.589 9.679
O -15.041 -12.409 8.463
O -15.685 -13.915 10.254
F -14.976 -11.491 10.627
S -17.935 -13.017 8.788
O -19.367 -13.081 9.027
O -17.295 -14.153 8.060
F -18.048 -11.943 7.541
N -18.196 -8.319 17.018
S -18.362 -7.055 17.901
O -17.238 -6.386 18.428
O -19.642 -6.933 18.561
F -18.742 -6.146 16.623
S -17.273 -9.155 18.115
O -18.033 -9.736 19.237
O -15.855 -8.784 18.399
F -17.272 -10.434 17.111
N -14.811 -4.460 11.847
S -15.352 -2.875 11.641
O -15.636 -2.477 10.299
O -15.005 -1.858 12.630
F -16.831 -3.219 12.216
S -13.447 -4.197 12.234
O -13.190 -3.862 13.584
O -12.576 -3.643 11.279
F -12.954 -5.749 12.140
```

Its relative energy (zero: lowest compared OMol25 entry of this formula, charge and spin) is 9.4315 eV. Its charge is +3. The calculation puts the HOMO-LUMO gap at 6.0 eV. The LUMO energy is -5.2 eV. The highest occupied orbital energy is -11.1556 eV. The molecular weight comes out at 1220.69 g/mol.

Here are the Löwdin charges for atoms 1 to 99, given in e: 0.94, -0.09, -0.23, -0.13, -0.24, 0.05, -0.07, -0.14, -0.15, -0.06, 0.08, 0.08, 0.08, 0.10, 0.12, 0.14, 0.13, 0.11, 0.12, 0.11, 0.14, 0.12, 0.12, 0.12, 0.13, 0.12, 0.14, 0.12, -0.10, -0.25, -0.08, -0.23, 0.06, -0.16, -0.09, -0.11, -0.04, 0.09, 0.08, 0.08, 0.11, 0.11, 0.14, 0.14, 0.09, 0.10, 0.10, 0.13, 0.14, 0.10, 0.13, 0.10, 0.11, 0.12, 0.12, -0.07, -0.17, -0.15, -0.25, 0.07, -0.04, -0.16, -0.16, -0.11, 0.07, 0.08, 0.07, 0.09, 0.10, 0.13, 0.14, 0.11, 0.11, 0.11, 0.12, 0.13, 0.12, 0.12, 0.13, 0.13, 0.14, 0.14, -0.05, -0.21, -0.09, -0.26, 0.01, -0.12, -0.11, -0.11, -0.06, 0.07, 0.07, 0.08, 0.10, 0.09, 0.12, 0.14, 0.11


Entry 3:
ORCA calculation (ωB97M-V with the def2-TZVPD basis set) on a 16-piece molecular cluster, C40H92O36 overall in a non-equilibrium geometry.

```
168
C40H92O36, DFT ωB97M-V with the def2-TZVPD basis set
O -5.245 0.923 -1.534
H -4.414 1.250 -1.896
H -5.112 0.499 -0.655
O 1.642 1.788 -3.517
H 2.497 1.508 -3.126
H 1.224 2.263 -2.805
O 0.140 3.657 3.694
H 0.413 3.587 2.777
H -0.789 3.344 3.712
O 3.967 0.623 -2.256
H 4.178 -0.271 -2.617
H 3.934 0.471 -1.274
O -2.625 2.225 -2.553
H -2.134 1.388 -2.513
H -2.202 2.782 -1.901
O -0.420 1.750 -5.353
H 0.417 1.334 -5.171
H -0.957 1.550 -4.592
C -0.458 -3.128 5.251
C 0.162 -2.228 4.165
O -0.048 -0.874 4.516
C 0.829 -0.347 5.325
O 1.765 -1.019 5.821
O 0.566 0.922 5.511
C 1.554 1.629 6.308
H 0.112 -3.088 6.203
H -0.426 -4.164 4.929
H -1.497 -2.821 5.452
H -0.370 -2.371 3.203
H 1.275 -2.339 3.980
H 1.793 2.571 5.803
H 2.447 1.044 6.466
H 1.105 1.740 7.295
C 3.480 4.877 -2.647
C 3.636 3.996 -1.388
O 2.915 4.590 -0.283
C 1.658 4.186 -0.186
O 1.170 3.263 -0.825
O 0.958 4.847 0.741
C 1.562 5.882 1.470
H 2.427 4.884 -2.969
H 4.106 4.439 -3.423
H 3.832 5.895 -2.406
H 4.694 3.915 -1.107
H 3.364 2.991 -1.631
H 1.890 6.646 0.769
H 2.378 5.477 2.070
H 0.914 6.213 2.273
C -4.027 -2.401 1.819
C -3.168 -2.721 0.586
O -1.780 -2.976 1.049
C -0.935 -3.261 0.090
O -1.235 -3.296 -1.107
O 0.220 -3.504 0.584
C 1.196 -3.950 -0.335
H -5.074 -2.082 1.581
H -3.563 -1.628 2.451
H -4.100 -3.267 2.507
H -3.085 -1.958 -0.188
H -3.493 -3.578 -0.008
H 0.803 -4.785 -0.909
H 2.007 -4.272 0.253
H 1.534 -3.103 -0.943
C 2.753 -0.617 1.711
C 2.530 0.689 0.902
O 3.785 1.291 0.599
C 4.318 2.096 1.543
O 3.892 2.328 2.602
O 5.502 2.614 1.086
C 6.267 1.925 0.075
H 3.352 -0.324 2.593
H 3.357 -1.311 1.071
H 1.812 -1.099 2.027
H 1.987 1.417 1.505
H 1.984 0.535 -0.052
H 5.730 2.138 -0.866
H 6.274 0.873 0.360
H 7.216 2.441 0.082
C -3.121 -1.148 -4.294
C -4.063 -1.979 -3.537
O -5.388 -1.448 -3.523
C -6.020 -1.446 -2.336
O -5.491 -1.809 -1.316
O -7.280 -1.021 -2.446
C -7.809 -0.414 -3.578
H -3.148 -0.075 -4.118
H -3.383 -1.393 -5.340
H -2.100 -1.497 -4.082
H -3.779 -1.996 -2.486
H -4.146 -2.996 -3.847
H -7.146 0.430 -3.849
H -8.765 0.012 -3.335
H -7.782 -1.210 -4.412
C -1.465 -5.204 -4.828
C -2.102 -5.015 -3.456
O -1.374 -5.754 -2.453
C -1.636 -7.062 -2.414
O -2.439 -7.651 -3.136
O -0.845 -7.637 -1.510
C -1.106 -9.051 -1.300
H -0.455 -4.871 -4.751
H -1.843 -4.503 -5.538
H -1.467 -6.209 -5.257
H -3.188 -5.296 -3.392
H -2.050 -3.993 -3.112
H -1.122 -9.577 -2.254
H -2.030 -9.148 -0.791
H -0.265 -9.278 -0.635
C -3.271 -0.882 6.348
C -2.909 0.460 5.696
O -2.393 1.332 6.663
C -2.251 2.577 6.291
O -2.596 2.989 5.212
O -1.692 3.242 7.299
C -1.339 4.643 6.894
H -3.947 -0.766 7.156
H -2.388 -1.386 6.652
H -3.886 -1.452 5.718
H -3.852 0.923 5.300
H -2.191 0.291 4.862
H -1.141 5.159 7.829
H -2.211 5.204 6.496
H -0.507 4.658 6.188
C -1.789 7.387 -1.415
C -1.751 5.972 -0.948
O -2.134 5.857 0.408
C -2.205 4.585 0.835
O -2.133 3.653 0.052
O -2.355 4.409 2.152
C -2.467 5.530 3.029
H -1.363 7.491 -2.439
H -1.159 7.982 -0.756
H -2.845 7.773 -1.399
H -0.749 5.533 -0.924
H -2.292 5.296 -1.569
H -1.544 6.166 2.966
H -2.463 5.075 4.073
H -3.389 6.115 2.858
C -1.611 0.652 1.724
C -1.257 0.718 0.257
O -0.237 -0.251 -0.101
C -0.096 -0.438 -1.356
O -0.886 -0.108 -2.223
O 1.042 -1.067 -1.627
C 1.209 -1.422 -3.003
H -0.853 1.248 2.235
H -1.683 -0.379 2.090
H -2.595 1.111 1.823
H -0.965 1.731 0.010
H -2.062 0.467 -0.409
H 2.237 -1.708 -3.202
H 1.006 -0.564 -3.624
H 0.531 -2.291 -3.259
C 6.336 -4.173 -5.654
C 6.981 -2.897 -5.137
O 6.085 -2.153 -4.289
C 5.924 -2.543 -3.041
O 5.014 -2.160 -2.299
O 6.895 -3.352 -2.612
C 6.753 -3.843 -1.302
H 6.235 -4.753 -4.794
H 7.083 -4.585 -6.370
H 5.377 -3.927 -6.124
H 7.234 -2.239 -5.973
H 7.934 -3.199 -4.646
H 7.618 -4.481 -1.152
H 5.813 -4.472 -1.304
H 6.589 -3.015 -0.614
```

Its charge is 0. The calculation puts the HOMO-LUMO gap at 10.3 eV. The LUMO energy is 0.2 eV. The highest occupied orbital energy is -10.0667 eV. The molecular weight comes out at 1149.14 g/mol.

Here are the Löwdin charges for atoms 1 to 99, given in e: -0.04, 0.01, 0.06, -0.05, 0.02, 0.01, -0.05, 0.01, 0.02, -0.07, 0.04, 0.05, -0.04, 0.00, 0.01, -0.05, -0.01, -0.01, -0.04, -0.20, 0.00, -0.60, 0.06, 0.01, 0.00, 0.09, 0.07, 0.06, 0.11, 0.14, 0.09, 0.08, 0.10, -0.03, -0.19, 0.04, -0.56, 0.11, -0.02, -0.03, 0.09, 0.08, 0.08, 0.11, 0.08, 0.11, 0.11, 0.09, -0.05, -0.16, 0.03, -0.64, 0.09, 0.04, 0.00, 0.09, 0.05, 0.08, 0.10, 0.13, 0.10, 0.08, 0.09, -0.01, -0.19, -0.04, -0.60, 0.19, -0.04, -0.02, 0.09, 0.09, 0.07, 0.12, 0.11, 0.07, 0.10, 0.10, -0.05, -0.23, 0.02, -0.60, 0.09, -0.01, -0.06, 0.08, 0.09, 0.08, 0.11, 0.11, 0.10, 0.09, 0.13, -0.04, -0.20, 0.02, -0.59, 0.09, -0.01